Entry 1:
{
  "formula": "C16H27F9N3O3P3",
  "method": "the ωB97M-V functional and the def2-TZVPD basis",
  "elements": ["O", "P", "O", "O", "P", "P", "C", "F", "F", "C", "F", "F", "C", "F", "F", "C", "F", "F", "F", "H", "H", "H", "H", "H", "H", "C", "C", "C", "C", "N", "H", "H", "H", "H", "H", "H", "H", "C", "C", "C", "C", "N", "H", "H", "H", "H", "H", "H", "H", "C", "C", "C", "C", "N", "H", "H", "H", "H", "H", "H", "H"],
  "coordinates": [[-0.709, 0.736, 0.981], [-2.217, 1.180, 1.287], [-2.411, 1.822, 2.923], [-2.611, 2.496, 0.168], [-3.641, -0.511, 1.049], [-5.596, 0.477, 0.767], [-7.311, 1.281, 0.493], [-7.309, 2.181, -0.721], [-8.237, 0.149, 0.114], [-7.972, 1.975, 1.822], [-9.382, 2.364, 1.533], [-8.034, 0.892, 2.873], [-7.098, 3.193, 2.484], [-5.905, 2.703, 3.271], [-7.994, 3.823, 3.526], [-6.707, 4.409, 1.449], [-6.460, 5.641, 2.288], [-5.453, 4.192, 0.684], [-7.852, 4.771, 0.558], [-2.013, 2.746, 2.983], [-2.632, 3.359, 0.714], [-3.244, -1.251, -0.122], [-5.530, 0.094, -0.650], [-6.180, -0.470, 1.690], [-4.952, 1.719, 1.109], [3.596, -2.874, -0.401], [3.125, -1.566, -1.029], [2.286, -0.715, -0.073], [1.043, -1.485, 0.342], [0.011, -2.123, 0.687], [2.754, -3.517, -0.127], [4.214, -3.434, -1.110], [4.193, -2.685, 0.498], [2.544, -1.795, -1.931], [4.000, -0.989, -1.348], [1.985, 0.216, -0.565], [2.865, -0.456, 0.820], [3.511, -4.717, -5.240], [2.142, -4.136, -4.899], [1.993, -2.674, -5.326], [3.030, -1.822, -4.613], [3.891, -1.115, -4.021], [4.315, -4.192, -4.714], [3.562, -5.769, -4.943], [3.706, -4.656, -6.317], [1.978, -4.226, -3.818], [1.369, -4.734, -5.393], [0.992, -2.309, -5.073], [2.127, -2.574, -6.409], [7.284, 1.523, 3.144], [5.844, 1.959, 2.892], [4.906, 0.783, 2.614], [5.371, 0.038, 1.374], [5.757, -0.580, 0.344], [7.715, 1.028, 2.268], [7.911, 2.393, 3.366], [7.343, 0.834, 3.994], [5.827, 2.656, 2.046], [5.480, 2.508, 3.768], [3.886, 1.146, 2.455], [4.892, 0.093, 3.465]],
  "e_homo_ha": -0.3423,
  "orbital_gap_ev": 8.51,
  "lumo_ev": -0.80,
  "mol_weight_g_mol": 573.31,
  "smiles": "O=P(O)(O)P[PH3]C(F)(F)C(F)(F)C(F)(F)C(F)(F)F.CCCC#N.CCCC#N.CCCC#N",
  "e_above_lowest_kj_mol": 839.1
}


Entry 2:
{
  "formula": "C3H3EuO2",
  "method": "the ωB97M-V functional and the def2-TZVPD basis",
  "elements": ["O", "O", "C", "C", "C", "H", "H", "Eu", "H"],
  "coordinates": [[-0.392, -1.141, 0.152], [-0.258, 1.086, 0.119], [-1.624, -0.621, -0.135], [-1.532, 0.708, -0.208], [0.505, -0.075, 0.299], [-2.473, -1.296, -0.176], [4.929, 0.088, -0.172], [3.112, -0.230, 0.518], [-2.268, 1.481, -0.397]],
  "e_homo_ha": [-0.4344, -0.4350],
  "orbital_gap_ev": [7.26, 7.37],
  "lumo_ev": [-4.56, -4.47],
  "spin_multiplicity": 8,
  "mol_weight_g_mol": 223.02,
  "total_charge": 1,
  "e_above_lowest_kj_mol": 461.4
}


Entry 3:
{
  "formula": "C5H10N2O",
  "method": "the ωB97M-V functional and the def2-TZVPD basis",
  "elements": ["C", "O", "H", "H", "H", "H", "C", "C", "C", "C", "N", "N", "H", "H", "H", "H", "H", "H"],
  "coordinates": [[1.265, 2.754, -0.768], [2.533, 2.524, -1.324], [3.275, 2.401, -0.694], [0.906, 2.210, 0.111], [1.172, 3.945, -0.351], [0.356, 2.700, -1.507], [-1.176, 0.290, -0.356], [-0.970, -0.940, 0.361], [-1.164, -3.094, 0.245], [-0.195, -1.488, 1.495], [-1.581, -1.961, -0.243], [-0.259, -2.876, 1.256], [-1.540, -3.954, -0.052], [-1.813, 0.321, -1.275], [-0.274, 0.530, -1.127], [0.357, -3.500, 1.817], [0.596, -0.991, 2.057], [-1.487, 1.129, 0.354]],
  "e_homo_ha": -0.3035,
  "orbital_gap_ev": 9.03,
  "lumo_ev": 0.77,
  "mol_weight_g_mol": 114.15,
  "smiles": "Cc1c[nH]cn1.CO",
  "e_above_lowest_kj_mol": 325.8
}


Entry 4:
{
  "formula": "C17H20CuN8O6S",
  "method": "the ωB97M-V functional and the def2-TZVPD basis",
  "elements": ["Cu", "C", "C", "N", "N", "C", "N", "S", "C", "C", "C", "C", "C", "N", "H", "H", "H", "H", "H", "H", "H", "H", "H", "N", "C", "C", "N", "H", "H", "H", "H", "H", "H", "H", "H", "O", "C", "O", "C", "C", "C", "C", "C", "C", "N", "O", "O", "N", "O", "O", "H", "H", "H"],
  "coordinates": [[-0.310, 0.004, 0.276], [-2.275, -2.087, -2.845], [-1.675, -1.037, -1.962], [-0.854, -1.334, -1.022], [-0.500, -2.618, -0.832], [-0.358, -2.944, 0.430], [0.164, -4.171, 0.694], [-0.747, -1.917, 1.765], [-2.115, 0.367, -2.013], [-2.673, 0.963, -3.139], [-3.127, 2.269, -3.049], [-3.017, 2.944, -1.845], [-2.416, 2.292, -0.778], [-1.976, 1.043, -0.858], [-2.671, -2.889, -2.221], [-1.519, -2.536, -3.491], [-3.077, -1.674, -3.452], [0.190, -4.837, -0.062], [0.016, -4.530, 1.620], [-2.738, 0.422, -4.073], [-3.564, 2.753, -3.912], [-3.379, 3.957, -1.733], [-2.278, 2.789, 0.172], [1.040, 1.247, -1.052], [2.457, 1.157, -0.698], [2.842, -0.297, -0.442], [1.960, -0.820, 0.593], [0.899, 1.082, -2.042], [0.664, 2.157, -0.790], [2.607, 1.727, 0.222], [3.106, 1.581, -1.468], [3.906, -0.358, -0.187], [2.677, -0.879, -1.353], [2.152, -0.393, 1.493], [2.040, -1.822, 0.703], [0.005, 3.227, 0.856], [0.026, 2.430, 1.797], [-0.102, 1.161, 1.766], [0.189, 2.988, 3.204], [0.460, 2.132, 4.263], [0.617, 2.659, 5.534], [0.483, 4.012, 5.785], [0.204, 4.840, 4.715], [0.068, 4.349, 3.426], [0.051, 6.281, 4.955], [0.238, 6.686, 6.085], [-0.253, 6.979, 4.008], [0.935, 1.762, 6.653], [1.130, 0.591, 6.394], [0.963, 2.243, 7.770], [0.536, 1.069, 4.092], [0.595, 4.405, 6.783], [-0.127, 5.020, 2.602]],
  "e_homo_ha": [-0.2949, -0.2936],
  "orbital_gap_ev": [7.34, 7.30],
  "lumo_ev": [-0.69, -0.69],
  "spin_multiplicity": 2,
  "mol_weight_g_mol": 528.01,
  "e_above_lowest_kj_mol": 0.0
}